A cluster of 4 separate species, C23H51F2I2NO11P in total at a distorted geometry, computed with ωB97M-V/def2-TZVPD.

Geometry as ORCA input:
```
! RIJCOSX wB97M-V def2-TZVPD def2/J DEFGRID3
* xyz -1 1
C 6.051 0.469 -0.033
C 6.193 -1.011 -0.385
I 6.292 -2.233 1.410
C 5.174 -1.559 -1.403
I 5.665 -0.630 -3.315
P 3.320 -1.224 -1.004
N 1.487 -0.926 -0.619
C 1.305 -0.906 0.756
O 1.366 -0.021 1.483
F 1.063 -2.116 1.248
C 0.951 0.158 -1.220
O 1.229 0.614 -2.227
F -0.097 0.714 -0.542
H 6.146 1.119 -0.899
H 6.872 0.720 0.639
H 5.100 0.624 0.468
H 7.175 -1.130 -0.836
H 5.386 -2.618 -1.511
H 3.072 -2.672 -0.954
H 3.000 -1.290 -2.410
H 3.519 0.210 -1.046
H 3.579 -1.292 0.429
C -7.201 4.096 1.600
O -6.368 3.249 0.843
C -6.483 3.481 -0.552
C -5.221 3.059 -1.279
O -4.158 3.993 -1.169
C -3.488 4.069 0.087
C -2.575 2.895 0.368
O -3.328 1.762 0.771
C -2.671 0.545 0.458
H -8.259 3.905 1.382
H -7.014 3.894 2.653
H -6.966 5.149 1.405
H -6.673 4.543 -0.748
H -7.331 2.887 -0.921
H -5.455 3.020 -2.345
H -4.901 2.058 -0.985
H -4.195 4.231 0.902
H -2.864 4.964 0.019
H -1.890 3.155 1.186
H -1.988 2.670 -0.529
H -2.478 0.475 -0.615
H -3.334 -0.273 0.741
H -1.737 0.454 1.011
C -11.392 -2.183 -5.681
O -10.979 -0.844 -5.534
C -12.072 0.056 -5.440
C -11.672 1.312 -4.694
O -11.622 1.154 -3.282
C -10.529 0.410 -2.751
C -9.210 1.152 -2.779
O -8.654 1.144 -4.084
C -7.821 2.259 -4.322
H -11.939 -2.326 -6.620
H -10.501 -2.809 -5.690
H -12.020 -2.492 -4.836
H -12.913 -0.418 -4.921
H -12.380 0.321 -6.460
H -12.451 2.059 -4.867
H -10.739 1.725 -5.081
H -10.447 -0.568 -3.227
H -10.789 0.239 -1.703
H -8.500 0.654 -2.106
H -9.368 2.181 -2.434
H -8.378 3.194 -4.183
H -7.484 2.214 -5.356
H -6.951 2.242 -3.660
C 13.236 -5.304 4.827
O 12.812 -3.963 4.897
C 13.148 -3.225 3.731
C 12.205 -2.055 3.540
O 10.942 -2.414 3.000
C 10.032 -3.088 3.863
C 9.402 -2.191 4.906
O 10.310 -1.937 5.972
C 10.057 -0.705 6.609
H 14.329 -5.369 4.773
H 12.895 -5.810 5.729
H 12.791 -5.808 3.961
H 13.104 -3.870 2.846
H 14.174 -2.851 3.854
H 12.653 -1.393 2.795
H 12.095 -1.477 4.459
H 10.492 -3.969 4.312
H 9.231 -3.441 3.209
H 8.520 -2.691 5.329
H 9.090 -1.254 4.433
H 10.116 0.123 5.892
H 10.825 -0.556 7.367
H 9.073 -0.706 7.091
*
```

Properties
HOMO level   -4.7 eV
E   -79610.65427 eV

Atomic partial charges in e from the Löwdin method, atoms 1 to 2:
1. C -0.22
2. C -0.92